Record 1
The following is a quantum chemistry calculation of a cluster of 4 separate species, C57H38O11 in total, from the Open Molecules 2025 dataset.

Each line ends with the Löwdin charge.
Atoms and positions in Å:
C 4.5375 -2.1295 -0.5436  -0.112
C 4.1934 -1.2682 0.7489  -0.243
C 2.6303 -1.4820 1.0491  -0.183
C 2.0578 -0.1315 1.6740  -0.116
C 1.3019 0.7586 0.6503  -0.016
C -0.0417 0.7203 0.4119  -0.069
O -0.9404 -0.1223 1.0475  0.101
C -2.2494 0.3820 1.0506  -0.361
O -2.5592 1.5295 1.1748  0.148
C -3.3811 -0.6812 0.9334  -0.087
C -3.3267 -1.9471 1.6985  -0.012
C -4.4136 -2.9266 1.6095  -0.065
C -5.5851 -2.6818 0.7514  -0.062
C -5.6467 -1.4322 -0.0049  -0.068
C -4.5574 -0.4733 0.0867  -0.029
C -0.2364 1.7695 -0.7235  -0.306
O -1.2050 2.2464 -1.2224  0.155
O 1.0334 2.1869 -1.1534  0.116
C 2.0436 1.7955 -0.2418  -0.335
O 3.1585 2.1812 -0.2012  0.193
H 5.6495 -2.2470 -0.5792  0.059
H 4.0053 -3.1168 -0.4161  0.077
H 4.1038 -1.5989 -1.4275  0.075
H 4.3960 -0.1756 0.5956  0.093
H 4.7891 -1.6255 1.6330  0.102
H 2.5600 -2.2614 1.8592  0.110
H 2.0762 -1.8371 0.1457  0.111
H 1.3106 -0.4161 2.4710  0.119
H 2.9277 0.4417 2.0783  0.119
H -2.4601 -2.1806 2.3560  0.108
H -4.4167 -3.8789 2.1879  0.098
H -6.4135 -3.4242 0.6743  0.102
H -6.5400 -1.2321 -0.6376  0.105
H -4.6043 0.4677 -0.5076  0.119
C -2.3889 4.1173 -3.0441  -0.053
C -3.4714 4.8529 -3.5211  -0.050
C -3.5978 5.1058 -4.8798  -0.003
C -2.6354 4.6343 -5.7674  -0.088
C -1.5372 3.9175 -5.2868  -0.079
C -1.4235 3.6513 -3.9247  0.009
C -0.4774 3.4503 -6.2147  -0.278
O 0.4777 2.8226 -5.7990  0.105
C -0.5990 3.7701 -7.6594  -0.083
C 0.4142 3.3893 -8.5351  -0.001
C 0.3042 3.6716 -9.8890  -0.060
C -0.8231 4.3279 -10.3759  -0.060
C -1.8327 4.7142 -9.5066  -0.001
C -1.7194 4.4452 -8.1451  -0.084
C -2.7892 4.8947 -7.2195  -0.280
O -3.7726 5.4717 -7.6445  0.100
H -2.2972 3.9141 -1.9877  0.087
H -4.2187 5.2274 -2.8308  0.107
H -4.4447 5.6741 -5.2462  0.119
H -0.5808 3.0847 -3.5488  0.109
H 1.2923 2.8755 -8.1618  0.120
H 1.0967 3.3787 -10.5680  0.106
H -0.9114 4.5416 -11.4349  0.106
H -2.7060 5.2289 -9.8891  0.120
C -5.3956 2.1731 2.4868  -0.053
C -4.9433 2.7364 3.6767  -0.046
C -5.7429 2.7033 4.8103  0.002
C -7.0042 2.1163 4.7557  -0.086
C -7.4671 1.5727 3.5559  -0.083
C -6.6546 1.5931 2.4259  0.006
C -8.8278 0.9872 3.4683  -0.279
O -9.2308 0.5097 2.4243  0.100
C -9.6923 1.0022 4.6749  -0.084
C -10.9919 0.5091 4.5954  -0.001
C -11.8034 0.5066 5.7207  -0.059
C -11.3171 0.9882 6.9332  -0.058
C -10.0249 1.4856 7.0160  0.000
C -9.2122 1.5029 5.8857  -0.084
C -7.8435 2.0700 5.9779  -0.280
O -7.4198 2.4945 7.0362  0.103
H -4.7669 2.1915 1.6059  0.085
H -3.9644 3.2000 3.7193  0.110
H -5.3846 3.1385 5.7358  0.120
H -7.0044 1.1603 1.4962  0.114
H -11.3743 0.1301 3.6550  0.120
H -12.8166 0.1269 5.6552  0.107
H -11.9496 0.9792 7.8134  0.107
H -9.6522 1.8638 7.9606  0.121
C 9.3863 -4.8792 4.8554  -0.057
C 8.3252 -4.1146 4.3779  -0.057
C 8.2190 -3.8430 3.0217  0.000
C 9.1803 -4.3249 2.1379  -0.082
C 10.2568 -5.0710 2.6199  -0.083
C 10.3505 -5.3560 3.9794  0.001
C 11.3161 -5.5502 1.6967  -0.279
O 12.2522 -6.2033 2.1154  0.106
C 11.2164 -5.2103 0.2556  -0.083
C 12.2299 -5.6026 -0.6146  0.001
C 12.1397 -5.3013 -1.9659  -0.056
C 11.0320 -4.6146 -2.4558  -0.056
C 10.0222 -4.2168 -1.5920  0.001
C 10.1158 -4.5048 -0.2330  -0.083
C 9.0473 -4.0435 0.6870  -0.276
O 8.0809 -3.4400 0.2607  0.096
H 9.4633 -5.0984 5.9141  0.108
H 7.5795 -3.7323 5.0652  0.107
H 7.3887 -3.2518 2.6538  0.115
H 11.1774 -5.9461 4.3563  0.121
H 13.0927 -6.1401 -0.2392  0.121
H 12.9324 -5.6032 -2.6406  0.108
H 10.9593 -4.3860 -3.5128  0.108
H 9.1643 -3.6784 -1.9770  0.121

Atoms 1-6, force components in eV/Å:
-0.14 0.57 1.33
-1.01 -0.84 -0.75
1.16 0.81 0.99
-0.94 -0.20 -0.53
0.37 -1.06 1.09
2.61 1.28 -0.52

- Orbital gap: 8.41 eV
- Total charge: 0
- SMILES: CCCCC1=C(OC(=O)c2ccccc2)C(=O)OC1=O.O=C1c2ccccc2C(=O)c2ccccc21.O=C1c2ccccc2C(=O)c2ccccc21.O=C1c2ccccc2C(=O)c2ccccc21
- Strongest force on any atom: 3.40 eV/A


Record 2
The following is a quantum chemistry calculation of a cluster of 2 separate species, C5H11NO in total, from the Open Molecules 2025 dataset.

Each line ends with the Löwdin charge.
Atoms and positions in Å:
C -1.9736 1.3268 -0.2763  -0.025
N 0.7162 0.0172 -1.0542  0.213
C 0.3021 0.2651 0.1850  -0.252
C -0.6424 1.2936 0.4161  0.032
C 2.3836 -0.7835 1.1871  0.122
C 1.2046 -0.1694 1.2654  -0.080
H -2.5385 0.4653 0.0632  0.104
H -1.7716 1.2674 -1.3473  0.093
H -2.4641 2.2688 -0.0690  0.093
H 1.6395 -0.3584 -1.1865  0.128
H 0.4588 0.5625 -1.8670  0.155
H -0.3928 1.9836 1.2105  0.138
H 2.8729 -1.0318 0.2481  0.081
H 2.8479 -1.2170 2.0586  0.093
H 0.8952 0.2240 2.2311  0.120
H -0.8293 -1.4730 -1.4674  -0.015
H -1.5268 -2.3001 -0.3480  0.043
O -1.1817 -2.3411 -1.2493  -0.042

Atoms 1-6, force components in eV/Å:
1.57 0.74 0.04
-0.15 0.04 -0.51
2.97 1.53 -0.49
-1.25 -0.82 0.11
-0.39 -0.72 -0.78
-0.59 0.85 0.83

- Energy relative to the best compared isomer or geometry (same formula, charge and spin): 1.773 eV
- Orbital gap (alpha / beta): 8.68 / 8.17 eV
- Total charge: +1
- Spin multiplicity: 2
- Strongest force on any atom: 3.38 eV/A


Record 3
The following is a quantum chemistry calculation of a structure of composition C33H46ClF3O4OsP4S, from the Open Molecules 2025 dataset.

Each line ends with the Löwdin charge.
Atoms and positions in Å:
P 1.5380 1.1807 -3.6301  1.175
C 3.0418 1.4929 -2.7201  -0.315
C 3.8988 0.8222 -3.6326  -0.142
H 3.4521 0.0333 -4.2484  0.100
C 5.1849 1.2841 -3.8437  -0.037
H 5.7699 0.8192 -4.6262  0.123
C 5.6531 2.3210 -3.0377  -0.035
H 6.6712 2.6765 -3.2145  0.128
C 4.8837 2.8997 -2.0291  -0.031
H 5.3086 3.7026 -1.4101  0.128
C 3.5444 2.4783 -1.8190  -0.022
H 2.9260 2.8950 -1.0109  0.113
C 0.9441 -0.4824 -3.3343  -0.343
C 1.6846 -1.5903 -2.8243  -0.078
H 2.5694 -1.4363 -2.1842  0.100
C 1.3094 -2.8915 -3.2049  -0.048
H 1.9024 -3.7595 -2.8778  0.125
C 0.1993 -3.0803 -4.0455  -0.051
H -0.0527 -4.0830 -4.3838  0.121
C -0.5855 -2.0028 -4.4534  -0.063
H -1.4414 -2.1372 -5.1191  0.126
C -0.2634 -0.7279 -4.0327  -0.111
H -0.8502 0.1436 -4.3365  0.113
C 0.2654 2.4355 -3.2596  -0.274
C 0.5865 3.0704 -4.4749  -0.173
H 1.5099 2.6966 -4.9732  0.095
C -0.2276 4.0237 -5.0280  -0.033
H 0.0521 4.4346 -5.9898  0.126
C -1.3577 4.4112 -4.3037  -0.037
H -1.9899 5.1816 -4.7357  0.122
C -1.6905 3.8538 -3.0652  -0.029
H -2.5840 4.2083 -2.5172  0.128
C -0.8833 2.8171 -2.5079  -0.046
H -1.1260 2.3977 -1.5140  0.070
Os 0.1608 0.0462 2.4631  1.097
C -1.4527 -1.1319 1.9073  -0.207
C -1.8653 -1.4165 0.6381  -0.375
H -2.0909 -1.6252 2.6541  0.066
C -1.1601 -0.7400 -0.5519  -0.330
O -2.1524 0.1527 -1.2970  -0.069
H -1.7763 0.5255 -2.1124  0.046
C -0.2006 0.0223 0.1682  -0.147
H -0.6502 -1.4656 -1.2501  0.132
C 0.3722 0.9500 0.9411  -0.544
Cl 2.1167 1.3195 3.0346  0.145
P -1.2997 2.0303 2.5735  0.773
P 1.7510 -1.6820 2.0994  0.705
C -0.6839 3.1625 3.8334  -0.237
H 0.4004 3.0306 3.9179  -0.008
H -1.1636 2.9258 4.7889  0.058
H -0.9187 4.1841 3.5139  0.057
C -1.5865 3.0790 1.1190  -0.222
H -2.3144 2.6156 0.4421  0.053
H -0.6483 3.2305 0.5733  0.041
H -1.9702 4.0547 1.4411  0.069
C -2.9509 1.4629 3.0551  -0.227
H -2.8759 0.9655 4.0327  0.032
H -3.3173 0.7571 2.2972  0.034
H -3.6065 2.3435 3.1194  0.068
C 2.6824 -1.7871 3.6468  -0.266
H 2.0670 -2.2707 4.4116  0.043
H 2.9220 -0.7629 3.9616  -0.011
H 3.6033 -2.3491 3.4648  0.061
C 0.9594 -3.3111 1.9321  -0.234
H 0.4091 -3.3568 0.9824  0.031
H 0.2510 -3.4247 2.7633  0.054
H 1.7207 -4.1034 1.9699  0.065
C 2.9966 -1.6007 0.7840  -0.216
H 3.2449 -0.5555 0.5717  0.042
H 2.6247 -2.0754 -0.1319  0.023
H 3.9071 -2.1230 1.1107  0.066
P -3.2341 -2.4966 0.1788  0.887
C -3.7370 -3.4512 1.6059  -0.172
C -2.7331 -3.6238 -1.1416  -0.159
H -3.9468 -2.7913 2.4546  0.068
H -2.9487 -4.1545 1.8991  0.074
H -4.6442 -4.0377 1.4090  0.079
H -2.3452 -3.0536 -1.9963  0.047
H -3.5772 -4.2427 -1.4891  0.080
H -1.9449 -4.2943 -0.7703  0.070
C -4.6324 -1.5372 -0.4293  -0.163
H -5.0527 -0.9350 0.3871  0.073
H -5.4298 -2.1736 -0.8436  0.076
H -4.2568 -0.8652 -1.2108  0.048
H 1.1600 1.4826 0.3515  0.096
F -0.0435 -0.8172 7.9988  0.145
C 0.2081 -1.2211 6.7382  -0.601
F 1.5298 -1.5254 6.6145  0.117
F -0.5071 -2.3370 6.4537  0.120
S -0.2540 0.1102 5.5436  0.559
O -1.6575 0.4316 5.7296  -0.279
O 0.7365 1.1709 5.6860  -0.311
O -0.0375 -0.8029 4.3498  -0.550

Atoms 1-6, force components in eV/Å:
-1.38 -0.39 5.04
0.27 -0.36 -0.57
0.40 0.76 0.02
0.50 0.13 -0.02
-0.05 -0.36 0.37
0.29 0.17 0.16

- Energy relative to the best compared isomer or geometry (same formula, charge and spin): 2.469 eV
- Orbital gap (alpha / beta): 5.98 / 4.86 eV
- Total charge: +2
- Spin multiplicity: 5
- Strongest force on any atom: 7.67 eV/A


Q: Which total energy values were calculated for the entries above? A: -82247.9062 -8891.5630 -114268.6742, in eV.